[1]
DFT (ωB97M-V/def2-TZVPD) results for C31H36AlBBeBr3Cl4F7NO14 as an isolated structure.

```
! wB97M-V def2-TZVPD RIJCOSX def2/J DEFGRID3
* xyz 0 2
C -0.11103 -2.89218 3.21149
C 1.05623 -3.10360 2.21347
C 0.55588 -4.19097 1.25741
C 1.22292 -1.77667 1.45248
C 2.55639 -1.56533 0.71104
C 2.83698 -0.04843 0.78543
C 2.47309 -1.98081 -0.75471
F 2.77292 -3.30086 -0.92682
F 1.21693 -1.83287 -1.25505
C 3.35813 -1.25531 -1.78403
F 2.77264 -0.09961 -2.17847
F 4.63537 -1.07399 -1.40341
C 3.77596 -2.25225 1.37287
C 3.52116 -3.49347 2.25258
C 3.74953 -4.81903 1.48912
C 4.64147 -3.48582 3.30762
N 2.25017 -3.47216 3.00479
O 2.33313 -2.82106 4.10779
H -0.06149 -1.93872 3.70279
H -1.04784 -2.90883 2.66602
H -0.10516 -3.63317 3.99589
H 0.40315 -5.09345 1.84605
H 1.24422 -4.46065 0.46687
H -0.42055 -3.91611 0.89270
H 0.37521 -1.67269 0.78950
H 1.12077 -1.01818 2.20526
H 3.88235 0.17370 0.61031
H 2.62293 0.31568 1.78090
H 2.20347 0.50678 0.10544
H 3.37996 -1.89203 -2.66630
H 4.23596 -1.50444 2.01259
H 4.54565 -2.52232 0.66568
H 4.44858 -5.42788 2.04855
H 4.22581 -4.64933 0.53658
H 2.85143 -5.41112 1.39780
H 5.55379 -3.78670 2.80131
H 4.79338 -2.49866 3.73514
H 4.42920 -4.21257 4.08366
F -0.54715 -1.74991 5.75455
Br 3.63109 1.40930 5.02930
C 1.88751 0.80189 5.78267
C 1.11276 0.05652 4.77022
Br 0.28095 1.22018 3.44967
H 1.39417 1.68816 6.16813
H 2.15039 0.14745 6.61152
H 0.24397 -0.52327 5.25057
H 1.72302 -0.65246 4.21514
Al 5.11533 -0.90684 5.20170
C 0.77476 2.85002 -4.42370
Cl 0.59590 2.21707 -6.08991
Cl 1.63621 1.66707 -3.44873
Cl 1.66488 4.36729 -4.46091
Cl -0.83461 3.12837 -3.74189
Br 0.47038 1.57307 -8.72941
C -2.99616 1.48871 1.29857
C -4.35763 1.09964 1.04162
C -5.20627 2.15949 0.34998
O -6.34723 1.96456 -0.01743
C -4.60552 3.46387 0.12732
C -3.25287 3.86308 0.39609
C -2.36874 2.76724 0.97607
O -1.18187 2.91589 1.16275
O -2.79108 4.96199 0.18309
O -4.84236 0.02355 1.31270
H -2.32605 0.77418 1.77016
H -5.28752 4.19012 -0.30539
C -5.73002 2.81519 -5.55469
C -5.42759 2.85288 -4.24531
C -4.00571 2.75071 -3.77228
O -3.73278 2.80858 -2.59536
C -2.94601 2.58170 -4.78813
C -3.27968 2.54627 -6.06943
C -4.68014 2.66423 -6.54520
O -4.86403 2.62842 -7.74270
O -2.35903 2.40487 -7.08514
O -6.35947 2.97989 -3.31465
H -6.74527 2.89470 -5.91517
H -1.92064 2.50579 -4.43715
H -2.88594 2.43269 -7.93007
H -5.91778 2.97734 -2.44751
C 4.11244 -4.99989 8.70089
C 4.67514 -5.33215 7.33054
O 3.65550 -5.32879 6.33806
H 3.33974 -5.71652 8.97640
H 4.89466 -5.01583 9.46193
H 3.64889 -4.01050 8.69876
H 5.11802 -6.32657 7.33061
H 5.45201 -4.60789 7.05049
H 3.26200 -4.44827 6.32230
Be -1.44082 0.79425 -6.61640
B -4.08143 6.36443 -8.51865
O -5.34997 6.89791 -9.07907
C -6.24161 6.99734 -8.10706
O -7.36785 7.38983 -8.22305
C -5.59235 6.51730 -6.80340
O -6.11585 6.46364 -5.72238
O -4.34686 6.15821 -7.06158
F -3.05017 7.26659 -8.69091
F -3.75233 5.14248 -9.11945
*
```

Values from the calculation:
Expectation value of S²   0.76
Kohn-Sham gap (alpha / beta)   2.416 / 2.416 eV

---

[2]
DFT (ωB97M-V/def2-TZVPD) results for a 2-piece molecular cluster, C20H31N4 overall.

```
! wB97M-V def2-TZVPD RIJCOSX def2/J DEFGRID3
* xyz 1 1
C 2.21706 -0.14569 0.38469
N 2.32935 0.48754 1.67145
C 3.17159 -0.08295 2.67904
C 3.52713 0.98152 3.69051
C 2.30883 1.64134 4.24676
N 1.35184 1.96536 3.20466
C 0.43049 3.04663 3.52438
C -0.77653 2.96238 2.62090
C -0.39082 2.81558 1.16585
N 0.59086 1.78061 0.95685
C 1.38778 1.44256 1.94093
H 1.55246 0.50326 -0.20575
H 3.19529 -0.22534 -0.10211
H 1.77049 -1.14637 0.46282
H 2.65837 -0.91487 3.18837
H 4.07721 -0.47021 2.19988
H 4.08556 0.52998 4.50927
H 4.15744 1.74181 3.22159
H 1.83212 0.98815 4.99853
H 2.58119 2.56591 4.77086
H 0.13700 2.98009 4.57661
H 0.94173 4.01267 3.36883
H -1.38195 2.09852 2.91474
H -1.37925 3.86394 2.76830
H -1.26819 2.50607 0.57601
H -0.04333 3.79284 0.77974
C -0.58672 -4.33865 -0.98400
C 0.72522 -3.66474 -1.39154
C 0.58591 -2.83261 -2.65990
N -0.58013 -1.93672 -2.59045
C -0.41760 -0.65509 -2.80775
C -1.48100 0.31802 -2.76612
C -2.34581 0.40747 -1.65314
C -3.41635 1.28675 -1.67463
C -3.60696 2.14005 -2.76893
C -2.71829 2.10318 -3.85043
C -1.67247 1.19038 -3.86554
C -1.84903 -2.63794 -2.34279
C -1.79684 -3.40670 -1.02730
H -0.77386 -5.17366 -1.66952
H -0.48032 -4.75603 0.02226
H 1.09607 -3.03195 -0.57136
H 1.48115 -4.43294 -1.58603
H 1.47588 -2.21572 -2.80331
H 0.45235 -3.50090 -3.52684
H 0.55883 -0.36505 -3.20993
H -2.12854 -0.18766 -0.75815
H -4.11305 1.29157 -0.83799
H -4.46723 2.80920 -2.78462
H -2.86233 2.77389 -4.69746
H -0.97544 1.12407 -4.70024
H -2.70200 -1.95527 -2.34730
H -1.98273 -3.37336 -3.15254
H -2.71593 -3.99559 -0.92795
H -1.76648 -2.70534 -0.18023
*
```

Values from the calculation:
Kohn-Sham gap   5.847 eV

---

[3]
DFT (ωB97M-V/def2-TZVPD) results for BF4H2OSn as an isolated structure.

```
! wB97M-V def2-TZVPD RIJCOSX def2/J DEFGRID3
* xyz 1 1
Sn -1.23097 0.02759 -0.34871
B 1.37405 1.30117 1.70086
F 2.02972 1.71251 2.84497
F 2.25270 0.38342 1.13874
F 0.20612 0.78153 2.09110
F 1.09865 2.31102 0.76760
O -1.85132 -1.98227 -2.39543
H -1.20247 -2.20849 -3.06181
H -2.67648 -2.32648 -2.73732
*
```

Values from the calculation:
Kohn-Sham gap   5.219 eV

---

[4]
DFT (ωB97M-V/def2-TZVPD) results for C18H18N2O5S2SeTi as an isolated structure.

```
! wB97M-V def2-TZVPD RIJCOSX def2/J DEFGRID3
* xyz -2 1
Ti 0.24998 -1.16828 0.44635
O 3.70234 -2.29161 2.07057
C 2.81118 -1.97846 1.29231
O 1.59735 -1.57155 1.72929
C 2.88691 -1.97115 -0.15729
C 3.96106 -2.52140 -0.84057
C 4.00130 -2.56174 -2.21792
C 2.89701 -1.99574 -2.92881
C 2.84214 -1.94119 -4.33270
C 1.77236 -1.38345 -5.00756
C 0.70317 -0.85065 -4.29471
C 0.72447 -0.89150 -2.90964
C 1.79425 -1.45768 -2.20866
N 1.75010 -1.46277 -0.81178
H 4.76144 -2.91852 -0.22853
H 4.83026 -2.99272 -2.76343
H 3.67579 -2.35830 -4.88773
H 1.77050 -1.35986 -6.09146
H -0.14117 -0.40991 -4.81061
H -0.11764 -0.50505 -2.34206
C -3.79962 1.01341 -0.38059
S -2.79186 1.75808 -1.67519
C -2.83121 0.41516 -2.87547
H -3.38754 0.04199 -0.10527
H -4.83377 0.90208 -0.70259
H -3.76590 1.67300 0.48540
H -3.83803 0.27914 -3.27143
H -2.47403 -0.50881 -2.41868
H -2.16392 0.68857 -3.69135
N -0.08121 0.99229 0.40885
C -0.41927 1.33870 1.77487
C 0.05681 2.50937 2.35878
C -0.30717 2.82758 3.65391
C -1.13925 1.98938 4.38042
C -1.56875 0.80435 3.81438
C -1.21035 0.46859 2.51047
S -1.66543 2.49895 6.02679
O -0.42490 2.60835 6.78358
O -2.56164 1.44270 6.47529
O -2.32078 3.78082 5.78484
H 0.68022 1.56752 0.06934
H -0.88711 1.15583 -0.20381
H 0.69292 3.17688 1.78721
H 0.04077 3.74628 4.10789
H -2.20306 0.14947 4.39583
H -1.59462 -0.45157 2.06903
Se -1.67411 -2.27657 -0.26757
*
```

Values from the calculation:
Kohn-Sham gap (alpha / beta)   4.450 / 4.445 eV

---

[5]
DFT (ωB97M-V/def2-TZVPD) results for C32H27ClF3FeN9O6PS as an isolated structure.

```
! wB97M-V def2-TZVPD RIJCOSX def2/J DEFGRID3
* xyz 0 2
Fe -0.70377 0.20315 -0.47903
C 0.05323 1.09465 4.89942
N 0.13640 1.32884 3.46807
C 0.89734 2.29830 2.87462
C 0.73893 2.14907 1.52802
N -0.09184 1.09310 1.29007
C -0.44904 0.61339 2.47126
P -1.55234 -0.81337 2.70519
C -2.82604 -0.29276 1.51686
N -2.57269 0.16900 0.30609
C -3.77190 0.48522 -0.25932
C -4.76944 0.21125 0.63158
N -4.16275 -0.28409 1.75477
C -4.83281 -0.69233 2.97886
C -0.66375 -1.94772 1.59585
N -0.32487 -1.60819 0.36719
C 0.22920 -2.70974 -0.21994
C 0.25048 -3.72508 0.69361
N -0.32627 -3.23973 1.83965
C -0.47463 -3.97231 3.08415
H -0.30940 1.98862 5.40317
H 1.03361 0.82577 5.28955
H -0.63795 0.27795 5.08960
H 1.47023 3.00387 3.45130
H 1.15367 2.74032 0.72948
H -3.85700 0.91631 -1.24453
H -5.83735 0.32232 0.56302
H -5.90367 -0.57548 2.83935
H -4.51736 -0.07224 3.81577
H -4.62091 -1.73579 3.20375
H 0.50025 -2.71390 -1.26689
H 0.60145 -4.74011 0.62387
H -0.93861 -4.93770 2.89240
H -1.10892 -3.40546 3.76109
H 0.49848 -4.12200 3.55117
F 2.97990 4.39876 -3.36302
C 1.83497 3.93293 -2.81993
F 0.86734 4.13592 -3.72397
F 1.56696 4.72195 -1.76143
C 1.96748 2.49257 -2.42025
C 3.13597 1.79995 -2.67147
C 3.24768 0.46685 -2.29763
C 2.18178 -0.11020 -1.63796
N 1.06543 0.55871 -1.36485
C 0.89518 1.82975 -1.79275
S -0.69450 2.40838 -1.48593
H 3.95563 2.29948 -3.16946
H 4.13641 -0.10775 -2.51301
H 2.21441 -1.14317 -1.30950
Cl 6.03135 -1.22781 2.27268
C 4.66973 -1.60695 3.27404
C 4.89536 -2.23799 4.47985
C 3.82958 -2.55546 5.31363
C 2.52790 -2.23727 4.92295
C 2.30371 -1.61168 3.71917
C 3.36191 -1.26033 2.83665
C 3.09632 -0.60733 1.62994
H 5.90978 -2.47897 4.76686
H 4.01569 -3.04727 6.25883
H 1.69429 -2.48336 5.57025
H 1.29746 -1.36725 3.40653
H 2.07455 -0.36505 1.36092
H 3.88699 -0.32203 0.95313
O 0.08203 -1.89494 -3.67142
C -0.71758 -1.06697 -3.23485
O -1.14405 -0.99834 -2.03859
C -1.23935 -0.00295 -4.17893
C -2.27088 0.82022 -3.76616
C -2.75043 1.79398 -4.61860
C -2.23242 1.99050 -5.88154
C -1.20757 1.14548 -6.26780
C -0.70319 0.15147 -5.44854
N -0.63486 1.32041 -7.61634
O -1.15248 2.14345 -8.34508
O 0.31235 0.62596 -7.92018
N -3.85238 2.65154 -4.15420
O -4.12493 3.63107 -4.81477
O -4.43123 2.32156 -3.13514
H -2.68220 0.69500 -2.77965
H -2.60573 2.76196 -6.53585
H 0.09567 -0.49788 -5.77563
*
```

Values from the calculation:
Expectation value of S²   0.79
Kohn-Sham gap (alpha / beta)   7.264 / 6.145 eV

---

[6]
DFT (ωB97M-V/def2-TZVPD) results for an isolated ion of composition C4H10N5 and charge +1.

```
! wB97M-V def2-TZVPD RIJCOSX def2/J DEFGRID3
* xyz 1 1
C -1.84319 -1.33648 -2.15065
C -0.53168 -0.64215 -1.83431
N 0.14811 -1.23043 -0.64227
C 0.42943 -0.32645 0.36426
N 1.30665 0.65000 0.33107
N 1.22448 1.22350 1.54899
N 2.12035 2.24282 1.88340
C 0.31852 0.65944 2.30664
N -0.19114 -0.33810 1.57446
H -2.65479 -0.96777 -1.52456
H -1.77990 -2.41124 -2.01558
H -2.12044 -1.11468 -3.17912
H 0.14028 -0.70668 -2.68702
H -0.71078 0.42107 -1.67958
H 1.03199 -1.64387 -0.91514
H 2.34022 2.70556 1.00437
H 1.61663 2.92101 2.44901
H 0.05912 0.89518 3.32240
H -0.90387 -1.00072 1.84363
*
```

Values from the calculation:
Kohn-Sham gap   10.793 eV
SMILES   CCNc1nn(N)c[nH+]1